(1)
13
Properties=species:S:1:pos:R:3:forces:R:3:mulliken_charge:R:1 method="wB97M-V/def2-TZVPD" total_energy_ha=-228.564655 e_homo_ev=-8.58 lumo_energy_ev=1.0156 total_charge=0 relative_energy_kj_mol=220.5 gap_ev=9.5936
C -1.016 -0.912 -0.825 -0.41 0.94 0.02 -0.867
C -1.150 0.483 -0.158 0.69 -2.03 1.17 -0.399
N -0.377 0.563 1.100 -0.10 1.40 -0.23 -0.500
C 0.885 0.571 1.192 -0.57 0.75 -0.84 0.082
N 1.859 0.123 0.308 0.19 0.26 -0.27 -0.412
H -1.165 -1.677 -0.067 0.46 -0.11 0.04 0.270
H -0.029 -0.892 -1.270 0.12 -0.84 -0.07 0.192
H -1.752 -1.128 -1.600 -0.01 0.36 -0.11 0.329
H -2.167 0.663 0.178 -0.14 0.34 -0.57 0.274
H -0.711 1.260 -0.775 -0.54 0.26 -0.38 0.320
H 1.268 1.313 1.901 0.31 -1.18 1.00 0.315
H 1.734 0.029 -0.686 -0.36 -0.31 0.21 0.198
H 2.620 -0.394 0.702 0.35 0.16 0.02 0.198

(2)
13
Properties=species:S:1:pos:R:3:forces:R:3:mulliken_charge:R:1 method="wB97M-V/def2-TZVPD" total_energy_ha=-228.575144 e_homo_ev=-7.81 smiles="C/C(N)=C/N" lumo_energy_ev=1.0209 total_charge=0 relative_energy_kj_mol=193.0 gap_ev=8.8264
C 0.916 1.451 0.252 -0.05 0.13 1.49 -1.263
C 0.167 0.186 0.006 -0.76 -1.31 -0.60 0.540
N -0.633 0.359 -1.180 0.25 0.40 -1.75 -0.599
C 0.066 -0.927 0.820 1.14 3.64 -1.50 -0.290
N -0.850 -1.949 0.637 -2.54 2.10 1.28 -0.605
H 1.140 1.595 1.323 0.02 -0.25 -0.37 0.324
H 0.183 2.243 0.018 0.82 0.07 -0.26 0.357
H 1.878 1.493 -0.277 -0.51 0.27 -0.22 0.246
H -0.366 1.030 -1.977 0.09 -0.87 2.50 0.236
H -0.846 -0.464 -1.723 -0.14 -0.63 0.58 0.223
H 0.623 -0.831 1.731 0.24 -0.38 0.48 0.327
H -1.723 -1.516 0.283 0.66 -0.89 0.14 0.273
H -0.555 -2.671 0.086 0.78 -2.28 -1.74 0.231

(3)
13
Properties=species:S:1:pos:R:3:forces:R:3:mulliken_charge:R:1 method="wB97M-V/def2-TZVPD" total_energy_ha=-228.564011 e_homo_ev=-8.98 smiles="CC/C=N/N" lumo_energy_ev=1.1577 total_charge=0 relative_energy_kj_mol=222.2 gap_ev=10.1404
C -1.917 -0.318 -0.219 0.77 -0.42 -0.78 -1.104
C -0.887 0.751 0.167 0.28 0.33 -0.01 -0.136
C 0.468 0.080 0.265 0.79 0.72 -0.23 -0.168
N 1.528 0.603 -0.271 -0.92 -1.93 1.64 -0.241
N 2.730 -0.108 0.068 -0.01 -0.05 -1.28 -0.493
H -2.942 0.026 -0.320 -0.06 0.11 0.36 0.325
H -1.809 -1.125 0.531 -0.50 0.32 -0.34 0.282
H -1.645 -0.762 -1.191 -0.11 0.07 0.25 0.303
H -0.791 1.682 -0.454 -0.34 -1.07 0.25 0.241
H -1.204 1.077 1.164 0.37 0.19 0.05 0.222
H 0.462 -0.884 0.869 0.40 1.01 -0.69 0.254
H 2.585 -1.138 0.059 0.04 0.94 0.03 0.246
H 3.425 0.116 -0.668 -0.72 -0.22 0.75 0.269

(4)
13
Properties=species:S:1:pos:R:3:forces:R:3:mulliken_charge:R:1 method="wB97M-V/def2-TZVPD" total_energy_ha=-228.539442 e_homo_ev=-9.64 smiles="C=NC.C=N" lumo_energy_ev=1.1665 total_charge=0 relative_energy_kj_mol=286.7 gap_ev=10.8058
C 1.652 -0.746 -0.048 -0.67 1.36 0.52 -0.381
N 0.627 -0.354 0.583 0.08 -0.96 0.89 -0.188
C 0.745 -0.236 2.053 -0.57 0.47 -1.37 -0.777
H 1.539 -0.764 -1.125 0.43 -0.37 -0.16 0.293
H 2.604 -0.812 0.493 0.16 -0.49 -0.44 0.222
H 0.153 -1.012 2.540 0.20 -0.13 -0.06 0.240
H 0.232 0.706 2.254 0.38 0.07 0.53 0.245
H 1.791 -0.245 2.355 0.02 0.04 0.40 0.342
C -2.057 0.828 -2.108 0.32 0.89 -0.36 -0.253
N -1.058 0.159 -1.701 -1.33 0.34 -0.12 -0.418
H -2.133 1.220 -3.125 0.21 -0.41 -0.15 0.236
H -2.847 1.229 -1.463 -0.05 -0.37 0.17 0.183
H -1.250 0.026 -0.709 0.81 -0.44 0.16 0.257